Molecular formula: C5H7N3
Method: DFT, wB97M-V/def2-TZVPD

Geometry as XYZ:
```
15
C5H7N3 (wB97M-V/def2-TZVPD)
N -1.5300 -0.8702 -0.4717
N 2.1873 0.0805 -0.3000
N -2.2196 0.3585 -0.4577
C 0.0192 1.2118 0.2021
C -1.4359 1.3812 -0.0921
C 0.0160 -1.0244 -0.6304
C -0.9142 -1.2894 0.6812
C 0.8387 0.1810 -0.2420
H 0.4213 -1.7855 -1.4001
H 0.6207 2.1472 0.5267
H -1.9357 2.4427 -0.4029
H 2.7864 0.8533 -0.0248
H -0.9121 -2.4198 0.9053
H 2.6073 -0.6841 0.0610
H -0.5495 -0.5828 1.6454
```

Output
HOMO energy (eV): -7.924
SMILES string: NC1=CC=NN2C[C@H]12
E_LUMO (Eh): 0.028
Gap between HOMO and LUMO (eV): 8.6798
Energy above the lowest of the compared OMol25 structures with the same formula, charge and spin (kcal per mole): 128.0